C19H20BrN3OSn as an isolated structure, computed with ωB97M-V/def2-TZVPD.

charge: +2
LUMO: -7.001 eV
F_max: 0.15 eV Å⁻¹
Kohn-Sham gap: 8.3 eV

Positions of all 45 atoms, in Å:
Sn1 0.610 1.443 0.259
C1 0.558 0.190 4.587
C2 -0.097 -1.030 4.580
C3 -0.513 -1.581 3.375
C4 -0.259 -0.894 2.201
N1 0.372 0.293 2.219
C5 0.769 0.827 3.379
C6 -0.643 -1.386 0.853
C7 -1.238 -2.616 0.628
C8 -1.540 -2.994 -0.673
C9 -1.245 -2.133 -1.718
C10 -0.663 -0.917 -1.422
N2 -0.367 -0.556 -0.169
H1 0.894 0.648 5.506
H2 -0.289 -1.553 5.507
H3 -1.029 -2.529 3.365
H4 1.263 1.790 3.330
H5 -1.463 -3.279 1.449
H6 -2.003 -3.953 -0.864
H7 -1.462 -2.392 -2.745
H8 -0.433 -0.201 -2.201
C11 -3.557 1.329 -2.029
C12 -3.000 2.537 -2.790
C13 -1.643 2.806 -2.132
O1 -1.595 1.974 -0.936
C14 -2.935 1.503 -0.661
H9 -3.236 0.389 -2.483
H10 -4.644 1.328 -1.989
H11 -3.653 3.399 -2.666
H12 -2.903 2.348 -3.857
H13 -1.526 3.848 -1.834
H14 -0.796 2.524 -2.760
H15 -3.464 2.254 -0.070
H16 -2.849 0.585 -0.077
Br1 6.704 -1.494 -1.349
C15 5.042 -0.784 -0.913
C16 4.764 0.556 -1.153
C17 3.519 1.037 -0.811
N3 2.565 0.267 -0.263
C18 2.844 -1.026 -0.034
C19 4.061 -1.590 -0.339
H17 5.501 1.212 -1.595
H18 3.271 2.080 -0.979
H19 2.060 -1.626 0.411
H20 4.247 -2.635 -0.136